# 1
Entry from the OMol25 dataset: 2 unconnected molecules or ions with the total composition C3H9N4S2 (ωB97M-V with the def2-TZVPD basis set).

Structure (XYZ):
```
18
C3H9N4S2 (ωB97M-V with the def2-TZVPD basis set)
S -1.212 -0.633 4.137
S -0.163 0.220 2.628
N 1.062 -1.086 -1.051
N -1.147 -1.050 -0.506
N 0.097 -1.663 -0.259
N 1.932 0.953 -1.906
C -0.156 1.001 -0.993
C -1.277 0.285 -0.640
C 1.012 0.240 -1.269
H 1.524 -1.680 -1.719
H -2.401 -0.202 3.786
H 0.259 -1.466 0.652
H 0.301 1.304 3.214
H 1.832 1.887 -2.213
H -2.322 0.735 -0.594
H -2.032 -1.460 -0.264
H 2.873 0.535 -2.062
H -0.182 2.081 -0.940
```

As for the total energy: -30879.453 eV. For the LUMO energy, the calculation gives -3.9 eV. Its HOMO energy is -12.64 eV. The orbital gap is 8.765 eV. The total charge is +1.

***

# 2
Entry from the OMol25 dataset: a molecular structure, C3H9N5 (ωB97M-V with the def2-TZVPD basis set).

Structure (XYZ):
```
17
C3H9N5 (ωB97M-V with the def2-TZVPD basis set)
N -1.584 0.498 -1.055
N -0.446 0.396 1.001
N 1.771 -0.204 -1.790
N 0.648 -1.581 -0.378
N -0.332 0.684 2.315
C 0.612 0.620 0.119
C 0.911 -0.434 -0.859
C -1.643 0.121 0.233
H -1.423 1.036 2.765
H 1.545 -2.446 -0.904
H 0.126 -0.558 2.963
H -0.449 -1.821 -0.165
H 1.953 0.732 -1.774
H 0.388 1.534 -0.554
H 1.503 0.796 0.712
H -0.523 0.761 -1.252
H -2.806 -0.426 0.592
```

As for the total energy: -10698.682 eV. For the LUMO energy, the calculation gives 0.1 eV. Its HOMO energy is -8.65 eV. The orbital gap is 8.764 eV. The total charge is 0.